No. 1
The following is a quantum chemistry calculation of a cluster of 2 separate species, C5H13N2 in total, from OMol25.

The charge is +1. The value obtained for the HOMO energy is -12.3 eV. As for the strongest force on any atom: 0.01592 Eh/bohr. Its spin multiplicity is 1. The value obtained for the energy above the lowest of the compared OMol25 structures with the same formula, charge and spin is 3.2325 eV.

```
20
Properties=species:S:1:pos:R:3:forces:R:3
C -0.5177 -0.9316 0.5769 0.2720 -0.2523 -0.5851
C -0.3593 -1.6868 -0.5032 -0.2118 -0.1400 0.4311
C -1.2523 -1.0507 2.8770 0.1974 -0.0514 -0.2035
N -0.8556 -1.5836 1.7879 -0.3310 -0.0687 0.3954
H -0.3948 0.1356 0.6226 0.0449 0.1912 -0.0583
H -0.5860 -2.7458 -0.4440 0.2124 -0.0822 -0.0679
H -0.0431 -1.2941 -1.4523 -0.0902 0.2873 -0.0294
H -1.4717 -1.7043 3.7071 -0.0517 0.0843 0.1529
H -1.3444 0.0248 2.9416 -0.0336 0.0351 0.0358
H -0.7725 -2.5969 1.7764 -0.0359 -0.0668 -0.0905
C 0.6111 2.4524 -0.6037 -0.2261 -0.7793 -0.1091
N 0.3559 1.2924 -1.4850 -0.1228 0.6496 -0.0457
C 1.5895 0.8718 -2.1577 -0.1089 0.0198 0.1971
H 1.1581 2.0874 0.2682 0.1690 0.2389 0.0373
H 1.1905 3.2247 -1.1108 0.0824 0.1434 0.1136
H -0.3337 2.8721 -0.2593 0.0003 0.0284 -0.0307
H -0.3171 1.5951 -2.1836 0.1481 -0.1017 0.0218
H 2.2665 1.7091 -2.3476 0.0046 0.0502 -0.1147
H 1.3572 0.3996 -3.1097 0.0227 -0.1223 0.0093
H 2.1272 0.1647 -1.5225 0.0583 -0.0635 -0.0596
```
Forces are in eV/Å.

Mulliken charges, unit e, in atom order: 0.582 -0.914 -0.115 -0.052 0.109 0.267 0.259 0.266 0.279 0.300 -1.001 -0.267 -0.980 0.315 0.374 0.328 0.230 0.351 0.371 0.298

No. 2
The following is a quantum chemistry calculation of a cluster of 4 separate species, C4H12NO6 in total at a distorted geometry, from OMol25.

The charge is -1. The value obtained for the HOMO energy is -5.7 eV. As for the strongest force on any atom: 0.03827 Eh/bohr. Its spin multiplicity is 1. The value obtained for the energy above the lowest of the compared OMol25 structures with the same formula, charge and spin is 0.1857 eV.

```
23
Properties=species:S:1:pos:R:3:forces:R:3
C 0.4722 -1.1300 -1.7334 -0.5385 -1.4032 -0.2856
C -0.6901 -0.3649 -2.2799 -1.1218 1.1075 0.0796
N -1.8634 -0.2253 -1.5187 1.2379 0.3862 0.0647
C -1.9669 -0.6209 -0.1262 0.4404 -1.9052 -0.2231
C -0.9075 -0.0624 0.8629 0.0459 -0.6730 0.3909
O -0.7719 1.1642 0.9797 -0.0490 0.4963 -0.3089
O -0.2410 -0.9670 1.4585 -0.3372 0.5968 -0.3852
O -0.7009 0.1139 -3.4004 0.4265 0.0884 -0.1558
H 1.3171 -0.6091 -1.2925 -0.3351 0.5214 0.1178
H 0.0594 -1.8354 -1.0065 0.5598 -0.0098 0.0701
H 0.8635 -1.6804 -2.5928 0.0741 -0.0387 0.1345
H -2.2918 0.6682 -1.7126 -0.1436 -0.1236 -0.3044
H -1.7568 -1.7122 -0.0832 -0.4149 0.5227 -0.0804
H -3.0297 -0.5257 0.1111 0.2827 0.4054 0.5706
H 0.8740 1.8981 -1.0186 -0.1583 -0.0738 -0.4748
H 1.1354 2.3465 0.3443 0.2790 0.0543 -0.0739
O 1.5787 2.3187 -0.5236 -0.3470 0.0017 0.5539
H 2.5745 -0.3781 1.8744 0.4654 0.1388 -0.4046
H 2.0285 0.2930 0.6890 0.2069 0.2780 -0.2771
O 2.8880 0.0187 1.0385 -0.6028 -0.4436 0.7435
H 0.4692 -0.1023 2.8605 -0.0226 0.4387 0.7567
H -0.4547 0.8740 3.4213 0.1612 0.3457 0.1731
O 0.4143 0.5181 3.6482 -0.1089 -0.7111 -0.6816
```
Forces are in eV/Å.

Mulliken charges, unit e, in atom order: -0.763 0.532 -0.194 -1.090 0.814 -0.714 -0.709 -0.652 0.161 0.284 0.302 0.279 0.392 0.404 0.303 0.362 -0.668 0.330 0.342 -0.696 0.384 0.286 -0.690

No. 3
The following is a quantum chemistry calculation of a cluster of 8 separate species, C48H46BF10O8PS2 in total at a distorted geometry, from OMol25.

The value obtained for the HOMO energy is -8.5 eV. As for the SMILES: O=S1(=O)O[C@H](CCOCC(F)(F)F)[C@](OB(O)O)([PH2]=S)O1.Fc1ccccc1.Fc1ccccc1.Fc1ccccc1.Fc1ccccc1.Fc1ccccc1.Fc1ccccc1.Fc1ccccc1. As for the strongest force on any atom: 0.13231 Eh/bohr. Its spin multiplicity is 1.

```
116
Properties=species:S:1:pos:R:3:forces:R:3
O -3.2734 4.3193 -0.8232 4.4268 -2.1076 -4.0958
S -2.1360 4.0192 -1.8709 -0.3712 4.1431 0.3201
O -1.9854 5.0535 -3.0228 -0.6792 -4.9808 4.5849
O -0.6131 3.9700 -1.0481 -2.6838 -1.1591 -1.3442
C -0.4789 2.6387 -0.4106 -0.6246 0.6261 0.0985
C 1.1178 2.6005 -0.0417 -0.0956 0.0431 0.7669
C 1.4624 1.9056 1.4208 1.2239 1.0184 -0.9702
O 0.6013 0.7589 1.7533 -0.1493 2.0433 1.8516
C -0.2198 1.1709 2.9216 -1.0014 -0.1578 -0.2263
C -1.0553 -0.1141 3.5879 1.3342 -0.6691 0.0549
F -2.5061 0.0137 3.2995 5.0252 -0.9390 1.3083
F -0.4596 -1.4048 3.0796 -2.6800 4.0715 1.7452
F -0.7648 -0.1201 5.0681 -1.6258 -0.1377 -4.6530
C -1.1079 1.5803 -1.4929 -0.5410 -1.1394 -0.6927
O -1.8245 0.3793 -1.0254 -1.6925 2.6461 0.1319
B -3.2374 0.6609 -0.7039 -1.8835 0.1895 0.2886
O -3.5754 1.1077 0.6683 0.3676 1.1244 -3.3184
O -4.3796 0.4997 -1.6603 1.8704 1.1138 3.5146
P 0.0426 0.8247 -2.8497 0.8184 1.4591 -1.8436
S 0.7709 2.2226 -4.0522 -0.2481 -0.6562 1.0620
O -2.0607 2.3558 -2.3548 0.5031 2.0100 1.9279
H -1.2845 2.6984 0.4362 1.9246 -0.6689 -0.9557
H 1.4595 3.7394 0.0667 -0.7773 -2.5838 -0.4963
H 1.7456 2.0924 -0.8899 -1.3971 1.0491 1.5203
H 2.5989 1.5542 1.3441 -2.5184 0.5607 0.3137
H 1.4352 2.7797 2.2176 -0.1430 -1.9970 -1.4121
H -1.0291 1.9398 2.5092 1.5943 -1.6151 1.2998
H 0.4416 1.6206 3.7808 -1.3422 -0.9426 -1.6855
H -4.0345 1.9969 0.5351 0.5986 -1.5939 0.5027
H -5.1970 0.8322 -1.1506 1.7989 -0.9420 -1.1802
H 1.1151 0.0553 -2.2595 -1.2211 0.0991 0.0741
H -0.7857 -0.0127 -3.7246 0.3966 0.2289 1.5937
F -7.5997 0.8958 5.8351 -0.1228 0.2244 0.0967
C -6.9934 -0.1956 5.3493 0.5126 -0.9328 -0.4230
C -7.7178 -1.3738 5.2054 -0.0471 0.0582 0.0144
C -7.0883 -2.5090 4.6949 0.3678 0.2389 0.0263
C -5.7371 -2.4561 4.3438 -0.1048 0.0592 0.0485
C -5.0173 -1.2702 4.4967 -0.3171 -0.1774 0.0661
C -5.6499 -0.1323 4.9967 -0.0391 0.0506 0.0272
H -8.7643 -1.3983 5.4913 0.0961 0.0368 -0.0349
H -7.6478 -3.4329 4.5712 0.1117 0.2604 0.0724
H -5.2453 -3.3429 3.9498 -0.0851 0.1697 0.0757
H -3.9647 -1.2325 4.2266 -0.3927 -0.0184 0.1149
H -5.1078 0.8002 5.1136 -0.0693 -0.0697 0.0170
F 2.0753 2.0622 -6.7235 0.0515 -0.0843 -0.1354
C 2.6144 3.1054 -7.3683 0.3868 0.7384 -0.4616
C 3.4041 4.0096 -6.6666 0.0066 -0.0275 0.0567
C 3.9697 5.0931 -7.3386 -0.2270 -0.1849 -0.3478
C 3.7301 5.2664 -8.7040 -0.0188 -0.0455 0.0522
C 2.9320 4.3561 -9.3985 0.1321 0.0254 0.3950
C 2.3757 3.2667 -8.7286 -0.0335 -0.0379 0.0087
H 3.5723 3.8634 -5.6046 -0.0401 -0.0197 -0.0969
H 4.5950 5.8014 -6.8008 -0.1684 -0.1932 -0.0865
H 4.1679 6.1141 -9.2268 -0.0850 -0.1602 0.0928
H 2.7435 4.4954 -10.4603 0.0223 -0.0646 0.1911
H 1.7601 2.5447 -9.2547 0.0368 0.0544 0.0980
F -9.5801 -3.8412 3.3608 -0.1281 0.0667 0.2173
C -9.4689 -4.3648 2.1328 0.0936 -0.4537 -1.0982
C -9.6046 -5.7378 1.9595 -0.0076 0.0157 0.0751
C -9.4939 -6.2828 0.6803 0.0792 0.4733 -0.0651
C -9.2376 -5.4490 -0.4109 -0.0126 -0.0315 0.0610
C -9.0980 -4.0727 -0.2260 -0.0849 -0.3288 0.2718
C -9.2198 -3.5268 1.0516 0.0073 0.0509 0.0799
H -9.7952 -6.3708 2.8200 0.0039 0.0991 -0.0604
H -9.6062 -7.3541 0.5331 0.0253 0.1967 0.0696
H -9.1469 -5.8750 -1.4079 -0.0170 0.0887 0.1947
H -8.8944 -3.4261 -1.0763 -0.0511 -0.0939 0.1856
H -9.1230 -2.4582 1.2120 0.0048 -0.1098 0.0436
F 2.7148 -1.4764 -1.5358 0.0073 0.3797 -0.3292
C 2.7349 -2.4468 -0.6124 0.0157 -1.0769 1.0123
C 2.6215 -2.1136 0.7329 0.0248 0.0917 -0.0899
C 2.6373 -3.1241 1.6943 0.0600 -0.2271 -0.3792
C 2.7775 -4.4570 1.2998 -0.0063 0.1629 -0.0138
C 2.8958 -4.7808 -0.0526 -0.0071 0.2778 0.2612
C 2.8687 -3.7711 -1.0143 -0.0071 0.1174 -0.0665
H 2.5217 -1.0722 1.0210 -0.0685 -0.0917 -0.0318
H 2.5414 -2.8748 2.7481 0.0026 0.0120 -0.2082
H 2.7943 -5.2444 2.0503 -0.0097 0.1381 -0.1455
H 3.0090 -5.8185 -0.3570 -0.0376 0.4916 0.0909
H 2.9504 -4.0057 -2.0705 0.0071 0.0488 0.0831
F 2.7638 -7.5244 -1.3714 0.0616 -0.0104 -0.3742
C 2.4673 -8.5454 -0.5563 -0.3084 -1.0262 0.7725
C 3.3691 -8.9125 0.4365 0.0222 0.0968 -0.0393
C 3.0585 -9.9721 1.2886 -0.3858 0.0166 -0.2885
C 1.8531 -10.6606 1.1312 0.0652 0.0488 -0.0029
C 0.9567 -10.2878 0.1285 0.3841 0.1591 0.1210
C 1.2626 -9.2211 -0.7162 0.0147 0.0727 -0.0640
H 4.3042 -8.3715 0.5384 -0.0920 -0.0231 -0.0376
H 3.7533 -10.2619 2.0730 -0.1007 0.0783 -0.1701
H 1.6133 -11.4899 1.7932 0.0448 0.1644 -0.1344
H 0.0210 -10.8278 0.0052 0.1676 0.1389 0.0023
H 0.5734 -8.9123 -1.4952 0.1023 -0.0053 0.0549
F 3.9142 4.0646 1.2179 -0.4034 -0.1510 -0.1589
C 4.6530 3.9662 2.3311 0.7552 -0.1282 1.2000
C 5.7269 3.0833 2.3637 -0.0521 -0.0006 -0.1047
C 6.4995 2.9842 3.5207 -0.3321 0.3173 0.1261
C 6.1827 3.7620 4.6371 -0.0038 -0.0323 -0.0755
C 5.0998 4.6416 4.5963 0.1757 -0.2677 -0.2655
C 4.3343 4.7485 3.4354 -0.0807 -0.0021 -0.0906
H 5.9529 2.4811 1.4898 -0.0346 0.0762 0.0498
H 7.3459 2.3027 3.5537 -0.1806 0.1134 -0.0458
H 6.7829 3.6812 5.5409 -0.1249 0.0211 -0.1828
H 4.8526 5.2429 5.4678 0.0281 -0.0899 -0.1972
H 3.4946 5.4336 3.3833 0.0588 -0.0640 -0.0314
F 5.2888 5.9004 -4.5572 0.0875 -0.0792 -0.1986
C 4.9874 6.3000 -3.3146 -0.2860 0.3499 1.1052
C 4.4607 7.5711 -3.1135 0.0123 -0.0124 -0.0750
C 4.1419 7.9856 -1.8204 0.1715 -0.4379 0.0562
C 4.3638 7.1274 -0.7405 -0.0059 0.0179 -0.0969
C 4.8976 5.8553 -0.9522 0.0118 0.3067 -0.2435
C 5.2058 5.4371 -2.2464 0.0187 0.0036 -0.0932
H 4.3030 8.2270 -3.9634 0.0107 -0.1045 0.0572
H 3.7224 8.9746 -1.6533 0.0868 -0.1747 -0.0767
H 4.1192 7.4528 0.2683 0.0511 -0.0613 -0.1776
H 5.0733 5.1907 -0.1097 0.0088 0.2543 -0.4005
H 5.6130 4.4483 -2.4299 -0.0235 0.1004 -0.0317
```
Forces are in eV/Å.

Mulliken population analysis, charges in e, atoms 1 to 99: -0.544 1.098 -0.514 -0.512 0.306 -0.334 -0.417 -0.159 -0.425 0.813 -0.208 -0.220 -0.291 0.447 -0.327 0.564 -0.448 -0.543 0.067 -0.311 -0.311 0.147 0.108 0.280 0.153 0.307 0.140 0.352 0.293 0.310 0.027 0.165 -0.315 0.466 -0.560 -0.216 -0.774 -0.077 -0.613 0.435 0.430 0.384 0.371 0.429 -0.247 0.264 -0.310 -0.198 -0.603 -0.332 -0.541 0.478 0.389 0.355 0.356 0.397 -0.302 0.364 -0.439 -0.374 -0.460 -0.365 -0.292 0.400 0.350 0.356 0.354 0.415 -0.260 0.216 -0.077 -0.523 -0.488 -0.060 -0.633 0.329 0.397 0.395 0.261 0.426 -0.373 0.403 -0.280 -0.413 -0.433 -0.390 -0.417 0.422 0.353 0.360 0.350 0.397 -0.178 0.347 -0.216 -0.515 -0.441 -0.492 -0.393